{
  "formula": "C2H5N3O3",
  "method": "ωB97M-V/def2-TZVPD",
  "relative_energy_ev": 0.380,
  "homo_ev": -10.264,
  "smiles": "NC(=O)NC(=O)NO",
  "orbital_gap_ha": 0.3920,
  "charge": 0,
  "lumo_ev": 0.40,
  "spin_multiplicity": 1,
  "total_energy_ha": -469.1867,
  "elements": ["C", "C", "H", "H", "H", "H", "H", "N", "N", "N", "O", "O", "O"],
  "positions_angstrom": [[-1.462, -0.019, 0.047], [0.938, -0.726, -0.071], [-0.452, 1.658, -0.087], [-2.122, 1.780, -0.655], [-0.566, -1.531, 1.035], [2.370, 0.398, -0.946], [1.513, 1.295, 1.309], [-1.369, 1.270, -0.297], [-0.277, -0.649, 0.599], [1.494, 0.498, -0.480], [-2.501, -0.682, -0.084], [1.506, -1.809, -0.202], [1.428, 1.621, 0.379]],
  "atomic_forces_ev_per_a": [[-2.38, -1.44, -0.50], [0.80, -1.25, 0.65], [-0.61, 0.72, -0.32], [-1.02, 0.47, -0.50], [0.38, 0.31, -0.59], [0.74, 0.08, 0.11], [0.10, 0.16, -0.92], [2.72, -0.79, 1.09], [-1.02, 0.50, -0.05], [-0.96, -0.69, 0.26], [1.84, 0.82, 0.62], [-0.44, 1.74, -0.31], [-0.15, -0.64, 0.47]],
  "lowdin_charge": [-0.542, -0.503, 0.075, 0.104, 0.158, 0.135, 0.133, 0.200, 0.158, 0.018, 0.036, 0.076, -0.047]
}

***

{
  "formula": "C6H10N",
  "method": "ωB97M-V/def2-TZVPD",
  "relative_energy_ev": 4.768,
  "homo_ev": -14.105,
  "orbital_gap_ha": 0.3706,
  "charge": 1,
  "lumo_ev": -4.02,
  "spin_multiplicity": 1,
  "total_energy_ha": -288.9077,
  "elements": ["C", "C", "C", "C", "C", "C", "N", "H", "H", "H", "H", "H", "H", "H", "H", "H", "H"],
  "positions_angstrom": [[1.979, 0.409, 0.239], [1.370, -0.299, -0.857], [1.105, 1.042, 1.317], [0.689, -0.282, 0.873], [-0.763, -1.574, -0.882], [-0.940, 0.852, -0.677], [-0.039, -0.264, -0.377], [3.042, 0.397, 0.502], [1.617, 0.815, 2.333], [0.666, 2.051, 1.304], [0.525, -1.068, 1.622], [-1.656, -1.546, -0.356], [-1.072, -1.303, -1.952], [0.085, -2.298, -0.730], [-1.704, 0.987, 0.074], [-0.357, 1.727, -0.790], [-1.507, 0.660, -1.617]],
  "atomic_forces_ev_per_a": [[0.78, 0.68, -0.10], [1.17, 0.70, 0.54], [1.49, -0.31, 2.14], [-2.07, -0.20, 1.33], [3.01, 2.08, -1.41], [-0.94, 0.26, -0.85], [-1.67, -1.41, -1.39], [-0.36, -0.67, -0.62], [-0.69, 1.00, -1.67], [-0.30, -0.91, -0.54], [0.51, -0.15, -0.86], [-1.51, -1.04, 1.48], [1.12, -0.94, 1.36], [-1.79, -0.06, -0.43], [0.08, -0.11, 0.56], [0.35, 1.04, -0.11], [0.83, 0.07, 0.57]],
  "lowdin_charge": [-0.074, 0.178, -0.036, -0.174, 0.081, 0.016, -0.313, 0.151, 0.166, 0.142, 0.191, 0.073, 0.133, 0.125, 0.121, 0.096, 0.124]
}

***

{
  "formula": "C9H36F2N19O13S2",
  "method": "ωB97M-V/def2-TZVPD",
  "relative_energy_ev": 1.218,
  "homo_ev": -7.610,
  "orbital_gap_ha": 0.3410,
  "charge": -1,
  "lumo_ev": 1.67,
  "spin_multiplicity": 1,
  "total_energy_ha": -3379.6064,
  "elements": ["N", "S", "O", "O", "F", "S", "O", "O", "F", "C", "O", "N", "N", "H", "H", "H", "H", "C", "O", "N", "N", "H", "H", "H", "H", "C", "O", "N", "N", "H", "H", "H", "H", "C", "O", "N", "N", "H", "H", "H", "H", "C", "O", "N", "N", "H", "H", "H", "H", "C", "O", "N", "N", "H", "H", "H", "H", "C", "O", "N", "N", "H", "H", "H", "H", "C", "O", "N", "N", "H", "H", "H", "H", "C", "O", "N", "N", "H", "H", "H", "H"],
  "positions_angstrom": [[1.430, 1.176, -0.602], [1.633, -0.208, 0.144], [1.931, -1.356, -0.650], [0.686, -0.344, 1.210], [2.985, 0.068, 0.901], [-0.166, 0.870, -1.112], [-1.046, 1.786, -0.457], [-0.637, -0.452, -1.401], [-0.053, 1.527, -2.548], [-4.919, 1.566, 0.715], [-5.939, 1.688, 1.387], [-4.635, 0.386, 0.099], [-4.106, 2.620, 0.423], [-5.200, -0.378, 0.424], [-3.776, 0.193, -0.384], [-4.509, 3.496, 0.697], [-3.251, 2.464, -0.074], [-3.945, -2.104, -2.334], [-5.170, -2.060, -2.352], [-3.293, -2.407, -1.171], [-3.156, -1.902, -3.418], [-3.982, -2.602, -0.468], [-2.292, -2.353, -1.103], [-2.160, -1.853, -3.311], [-3.666, -1.792, -4.273], [2.139, 3.745, 1.987], [2.459, 4.449, 2.923], [0.814, 3.501, 1.689], [2.980, 3.220, 1.056], [0.606, 2.851, 0.949], [0.190, 3.820, 2.405], [3.969, 3.365, 1.012], [2.598, 2.522, 0.442], [-1.839, 5.546, -0.454], [-2.436, 6.564, -0.759], [-0.768, 5.086, -1.167], [-2.077, 4.854, 0.710], [-0.472, 5.537, -2.012], [-0.467, 4.132, -1.056], [-2.423, 5.369, 1.496], [-1.445, 4.081, 0.826], [0.184, -4.221, -0.429], [-0.596, -3.355, -0.029], [-0.215, -5.473, -0.820], [1.476, -3.959, -0.738], [0.359, -6.285, -0.675], [-1.210, -5.621, -0.831], [1.749, -2.983, -0.646], [2.100, -4.636, -1.134], [1.692, 0.921, 5.612], [2.395, 1.908, 5.685], [1.126, 0.473, 4.448], [1.391, 0.133, 6.695], [0.628, -0.394, 4.383], [1.286, 1.006, 3.612], [1.656, 0.412, 7.619], [1.018, -0.785, 6.539], [0.972, -4.401, 3.382], [1.661, -4.747, 4.326], [0.014, -5.189, 2.812], [0.988, -3.176, 2.788], [-0.333, -6.004, 3.277], [-0.479, -4.785, 2.034], [1.720, -2.589, 3.152], [0.569, -2.941, 1.903], [3.834, 3.003, -2.894], [4.306, 3.873, -3.615], [4.514, 1.878, -2.542], [2.535, 3.033, -2.486], [5.485, 1.744, -2.738], [3.977, 1.127, -2.145], [2.190, 2.304, -1.864], [1.975, 3.800, -2.802], [0.431, -2.663, -4.534], [-0.092, -2.767, -5.630], [0.801, -1.450, -4.018], [0.576, -3.699, -3.654], [0.834, -1.211, -3.043], [0.616, -0.686, -4.647], [0.492, -4.606, -4.078], [0.786, -3.660, -2.665]],
  "atomic_forces_ev_per_a": [[-2.43, -2.18, -1.10], [1.25, -0.76, 3.09], [0.34, 0.67, -0.62], [0.02, -0.37, -0.21], [0.00, 0.34, -0.55], [-0.98, 2.36, -1.44], [0.14, -0.17, 0.51], [0.91, 0.47, 0.48], [0.44, -0.18, 0.06], [-0.83, 0.17, -0.46], [0.28, 0.09, 0.17], [0.18, -0.22, 0.26], [-0.54, -0.83, 0.43], [0.09, -0.15, -0.20], [0.01, -0.04, 0.04], [0.65, 0.29, -0.17], [0.09, 0.57, -0.06], [-0.36, -0.20, 0.52], [0.16, -0.07, -0.42], [-0.50, 0.31, -0.87], [-0.41, 0.04, 0.21], [0.70, -0.06, 0.67], [-0.01, -0.27, 0.74], [0.06, 0.00, -0.51], [0.48, 0.19, -0.27], [-0.08, 0.95, -0.01], [0.23, -0.11, -0.04], [0.71, -0.10, 0.09], [0.05, -0.64, -0.48], [-0.57, -0.02, 0.37], [-0.36, -0.33, -0.10], [-0.01, 0.22, 0.50], [0.23, 0.24, -0.09], [0.19, 1.42, 0.34], [-0.10, -0.10, 0.00], [0.36, -0.90, -0.27], [0.10, -0.53, -0.97], [-0.46, 0.21, -0.07], [0.05, 0.07, 0.10], [-0.07, -0.05, 0.03], [-0.09, 0.03, 0.76], [-0.01, 0.15, -1.05], [0.40, -0.56, 0.20], [-0.77, -0.40, 0.14], [0.07, 0.37, 0.60], [0.14, 0.08, -0.03], [0.01, -0.07, 0.27], [0.27, -0.42, 0.19], [-0.08, -0.09, 0.03], [0.19, -0.13, 0.10], [-0.19, 0.15, 0.01], [0.14, 0.13, -0.12], [-0.28, -0.29, -0.16], [-0.12, 0.06, -0.06], [0.05, -0.06, -0.03], [0.24, 0.05, -0.07], [-0.07, -0.01, 0.28], [-0.78, -0.36, -0.09], [0.02, 0.30, -0.08], [-0.05, -0.33, -0.51], [1.19, 0.76, 0.78], [0.11, -0.04, 0.02], [-0.45, -0.27, 0.14], [-0.01, 0.21, -0.35], [-0.17, -0.04, 0.02], [-0.15, 0.75, -1.41], [0.25, -0.01, 0.41], [-0.39, -0.55, 0.75], [0.32, -0.58, 0.38], [0.01, 0.20, -0.20], [0.33, -0.18, 0.05], [-0.05, 0.72, -0.46], [-0.03, 0.00, 0.07], [-0.92, 0.50, 1.28], [0.68, -0.33, -0.28], [0.22, 0.76, -0.71], [0.04, -0.89, -0.56], [0.07, -0.45, 0.15], [-0.09, 0.05, 0.12], [-0.28, -0.03, 0.19], [0.20, 0.42, -0.45]],
  "lowdin_charge": [-0.292, 0.464, -0.283, -0.267, -0.142, 0.557, -0.274, -0.264, -0.161, -0.688, -0.001, 0.163, 0.154, 0.097, 0.076, 0.096, 0.051, -0.705, 0.000, 0.157, 0.176, 0.101, 0.047, 0.076, 0.108, -0.676, 0.037, 0.155, 0.166, 0.038, 0.103, 0.108, 0.019, -0.668, 0.022, 0.162, 0.151, 0.101, 0.055, 0.110, 0.045, -0.688, 0.010, 0.159, 0.153, 0.100, 0.107, 0.041, 0.115, -0.683, 0.037, 0.159, 0.137, 0.082, 0.080, 0.094, 0.085, -0.692, 0.021, 0.151, 0.165, 0.099, 0.066, 0.099, 0.056, -0.689, 0.010, 0.157, 0.151, 0.100, 0.081, 0.011, 0.101, -0.692, 0.021, 0.161, 0.164, 0.048, 0.104, 0.099, 0.047]
}

***

> Number 2 is which compound?

C6H10N